[1]
{
  "formula": "C12H12BrInN5",
  "method": "ωB97M-V with the def2-TZVPD basis set",
  "total_charge": 3,
  "orbital_gap_ev": [6.60, 4.62],
  "homo_energy_ev": [-16.24, -16.27],
  "relative_energy_kj_mol": 70.7,
  "species": ["In", "N", "C", "C", "N", "C", "C", "N", "C", "C", "N", "H", "H", "H", "H", "H", "H", "C", "C", "C", "C", "C", "Br", "N", "C", "H", "H", "H", "H", "H", "H"],
  "xyz": [[0.29595, 2.03564, 4.13529], [-0.84145, 2.33205, 8.91560], [-2.12800, 2.25248, 8.56044], [-2.13337, 2.14529, 7.15270], [-0.88894, 2.16014, 6.69286], [-0.07989, 2.27643, 7.77194], [1.30861, 2.33385, 7.64387], [1.91377, 2.27603, 6.43436], [3.21823, 2.36656, 6.65911], [3.46124, 2.48355, 8.04493], [2.25905, 2.46023, 8.62963], [-0.52107, 2.41899, 9.87093], [-2.93748, 2.27426, 9.27371], [-2.99992, 2.06227, 6.51577], [3.95773, 2.34993, 5.87403], [4.38280, 2.57689, 8.59855], [2.11247, 2.52786, 9.62803], [-0.94007, -2.81231, -11.46874], [-0.80648, -2.71757, -9.97772], [-0.68300, -3.80838, -9.13451], [-0.56285, -3.72478, -7.79476], [-0.55162, -2.53077, -7.13157], [-0.40621, -2.20903, -5.40819], [-0.67208, -1.61589, -8.02193], [-0.79848, -1.47685, -9.32845], [-0.92581, -3.85156, -11.79029], [-0.12062, -2.28207, -11.95997], [-1.87696, -2.35633, -11.79783], [-0.68101, -4.80004, -9.56249], [-0.47268, -4.64642, -7.23470], [-0.88185, -0.50045, -9.79059]],
  "forces_ev_per_a": [[0.010, 0.021, 0.117], [0.013, 0.001, 0.015], [-0.003, 0.003, 0.009], [0.010, -0.010, -0.024], [-0.053, 0.004, -0.015], [-0.146, 0.004, 0.031], [0.149, 0.016, 0.004], [0.048, 0.008, -0.024], [-0.013, -0.011, -0.022], [0.005, 0.003, 0.008], [-0.010, 0.000, 0.017], [0.000, -0.001, 0.000], [-0.003, 0.000, -0.003], [0.003, 0.000, -0.003], [-0.003, -0.001, -0.002], [0.002, 0.000, -0.003], [0.000, -0.001, 0.000], [-0.004, 0.139, 0.020], [-0.079, 0.656, -0.554], [-0.101, -0.804, -1.454], [0.215, -2.386, 1.242], [-0.181, -0.119, -2.011], [0.219, 0.450, 2.575], [-0.221, 3.032, -1.020], [0.116, -0.918, 0.837], [0.000, 0.028, 0.012], [-0.061, -0.065, 0.024], [0.070, -0.060, 0.012], [-0.011, -0.059, -0.149], [0.021, 0.034, 0.246], [0.009, 0.036, 0.115]]
}



[2]
{
  "formula": "C12H12ClNSi",
  "method": "ωB97M-V with the def2-TZVPD basis set",
  "total_charge": 0,
  "orbital_gap_ev": [8.38, 6.73],
  "homo_energy_ev": [-8.64, -6.88],
  "relative_energy_kj_mol": 92.8,
  "species": ["C", "C", "C", "C", "C", "C", "C", "C", "C", "C", "C", "C", "N", "Si", "Cl", "H", "H", "H", "H", "H", "H", "H", "H", "H", "H", "H", "H"],
  "xyz": [[-3.54312, 2.42271, 0.12156], [4.60269, -0.59794, 0.59923], [-3.33044, 1.85722, -1.18308], [-3.11295, 1.73299, 1.20254], [3.74243, 0.14458, -0.08956], [4.12823, -1.73696, 1.31021], [-2.70615, 0.60184, -1.18931], [-2.50228, 0.49373, 1.15638], [2.35354, -0.15886, -0.05025], [2.78789, -2.00084, 1.39940], [-2.33351, -0.17712, -0.01793], [1.94865, -1.24090, 0.63020], [-1.28457, -2.15825, -1.94284], [-1.37835, -1.72305, -0.30134], [-2.05924, -3.13753, 1.01728], [-3.97354, 3.45051, 0.25170], [5.65139, -0.33872, 0.70429], [-3.27286, 2.42289, -2.09148], [-3.41580, 2.11083, 2.16593], [4.15722, 0.83057, -0.80033], [4.89443, -2.26325, 1.95084], [-2.28747, 0.21308, -2.09081], [-2.22047, -0.00873, 2.09068], [1.62024, 0.41060, -0.69284], [2.34165, -2.85701, 1.79890], [-1.54112, -3.12060, -2.03451], [-0.57722, -1.98779, -2.64558]],
  "forces_ev_per_a": [[-0.449, 1.110, -2.504], [0.994, -2.298, 2.138], [1.735, -0.848, 2.153], [-0.790, -0.096, 1.523], [-1.863, 0.675, -1.447], [2.077, 0.718, 1.522], [0.408, -0.157, 0.811], [-0.103, -1.077, 1.382], [-0.315, 1.609, -2.150], [-0.092, -0.260, -1.214], [-0.475, 1.742, -2.373], [-1.191, 0.340, 0.161], [-0.389, -0.613, -0.229], [1.683, 1.014, 0.891], [-0.160, -0.333, -0.303], [0.327, -1.199, -0.218], [-0.045, -0.134, -0.407], [-0.737, 0.269, -0.282], [0.440, 0.241, 0.318], [-0.249, 0.881, -0.035], [-1.094, 0.241, -0.879], [-0.388, -0.159, -0.883], [-0.076, 0.379, -0.228], [1.026, -0.497, 0.812], [-0.043, -1.304, 1.215], [-0.330, -0.690, -0.316], [0.099, 0.445, 0.539]]
}



[3]
{
  "formula": "C12H12F5INO5P",
  "method": "ωB97M-V with the def2-TZVPD basis set",
  "total_charge": 0,
  "orbital_gap_ev": 8.71,
  "homo_energy_ev": -9.71,
  "species": ["N", "C", "C", "O", "P", "O", "O", "C", "C", "O", "I", "O", "C", "F", "F", "C", "C", "C", "C", "C", "C", "F", "F", "F", "C", "H", "H", "H", "H", "H", "H", "H", "H", "H", "H", "H", "H"],
  "xyz": [[1.88608, -1.84530, 1.89550], [1.76153, -0.78794, 2.99744], [2.73246, 0.51659, 2.78403], [3.39305, 0.58027, 1.45802], [2.41806, 1.56536, 0.34662], [2.58739, 3.06173, 0.85767], [3.13857, 1.48229, -1.23629], [3.64482, 0.13860, -1.55542], [3.18322, -0.37067, -3.07924], [3.14547, -1.68206, -3.34929], [2.62354, 1.00234, -4.68959], [0.79736, 0.93887, 0.45690], [-0.14564, 1.65854, -0.41301], [0.21959, 1.68361, -1.84989], [-0.49673, 3.02754, 0.10747], [-1.57842, 0.79973, -0.33037], [-2.06267, 0.41416, 1.21478], [-3.42594, -0.47347, 1.54961], [-4.31131, -0.95812, 0.21845], [-3.82463, -0.56911, -1.31511], [-4.72814, -1.12284, -2.59292], [-5.29681, 0.01903, -3.34530], [-3.77841, -1.96652, -3.40533], [-5.73129, -2.06526, -2.03727], [-2.44987, 0.32210, -1.63436], [1.29821, -1.55028, 1.05998], [1.34348, -2.67559, 2.28120], [1.83841, -1.27325, 4.08468], [0.63642, -0.39456, 2.92951], [2.03796, 1.47104, 2.85715], [3.54074, 0.55788, 3.62963], [3.30522, -0.70897, -0.82364], [4.83263, 0.23337, -1.62551], [-1.41089, 0.73402, 2.16271], [-3.75034, -0.77619, 2.65319], [-5.28133, -1.57882, 0.45336], [-2.09178, 0.59186, -2.71536]],
  "forces_ev_per_a": [[-1.553, -0.074, 0.903], [-1.853, 0.400, -0.230], [-1.141, 0.407, 1.084], [-3.139, 0.932, -1.877], [3.474, 5.050, 2.668], [-1.445, -5.751, -2.330], [-1.515, -2.365, 3.321], [0.981, -0.818, -1.591], [-0.201, -7.054, -0.296], [0.398, 8.599, 1.993], [0.427, -0.641, 1.231], [1.228, 2.676, -2.970], [-3.592, -0.633, -0.296], [-0.360, 0.489, 4.441], [1.938, -3.998, -1.898], [-2.777, -2.005, 0.901], [-2.218, -1.564, -1.810], [1.639, 1.248, -5.057], [3.326, 2.132, -0.073], [1.385, 0.945, 2.501], [1.560, -0.609, 1.607], [1.575, -4.464, 2.005], [-3.555, 2.897, 1.778], [2.625, 3.248, -2.498], [-0.895, -0.891, 4.622], [0.968, -0.267, 1.486], [1.039, 1.252, -0.771], [0.305, 1.070, -2.548], [2.330, -0.509, 0.451], [1.604, -1.838, 0.212], [-1.304, -0.024, -2.007], [0.731, 1.648, -1.351], [-2.631, -0.403, 0.292], [-1.474, -0.617, -2.541], [0.847, 0.829, -2.772], [2.168, 1.377, -0.940], [-0.895, -0.674, 2.360]]
}



[4]
{
  "formula": "C12H12F5O12",
  "method": "ωB97M-V with the def2-TZVPD basis set",
  "total_charge": -1,
  "orbital_gap_ev": 9.97,
  "homo_energy_ev": -7.27,
  "relative_energy_kj_mol": 189.5,
  "species": ["F", "C", "C", "O", "C", "O", "O", "F", "H", "H", "H", "C", "C", "O", "C", "O", "O", "F", "H", "H", "H", "C", "C", "O", "C", "O", "O", "F", "H", "H", "H", "C", "C", "O", "C", "O", "O", "F", "H", "H", "H"],
  "xyz": [[0.13507, -0.20856, -0.42076], [-1.54193, -2.69956, 0.90324], [-1.43793, -3.06456, -0.63776], [-2.62393, -2.59956, -1.16476], [-3.36393, -2.09756, -0.29276], [-4.40893, -1.60956, -0.42176], [-2.80793, -2.19656, 0.98324], [-1.09593, -4.31156, -0.83976], [-0.74093, -1.89956, 1.19724], [-1.51893, -3.63056, 1.47824], [-0.69693, -2.37056, -0.99176], [-2.02193, 2.18344, 0.78824], [-1.52193, 1.53144, 2.06524], [-2.67293, 1.52544, 2.88924], [-3.69393, 2.08244, 2.16024], [-4.75793, 2.26244, 2.63324], [-3.34293, 2.41044, 0.89924], [-0.50193, 2.21144, 2.54924], [-1.85693, 1.61244, -0.29876], [-1.65093, 3.16944, 0.65524], [-1.07493, 0.64744, 1.95924], [0.99307, 2.44144, -2.12176], [1.95607, 2.32344, -0.83976], [1.45507, 3.53544, -0.23176], [0.89007, 4.45644, -1.02976], [0.45407, 5.54644, -0.77976], [0.87407, 3.89444, -2.23876], [3.29007, 2.79944, -1.00076], [0.26007, 1.75844, -1.98276], [1.55407, 2.13944, -2.91376], [1.67207, 1.59844, 0.03924], [3.25007, -1.41556, -0.04776], [2.61607, -2.27556, -1.22876], [2.50507, -3.55556, -0.61376], [2.82307, -3.53456, 0.56524], [2.92907, -4.57856, 1.27824], [3.26807, -2.34656, 0.96724], [3.51207, -2.34356, -2.26576], [2.69007, -0.62156, 0.29924], [4.40507, -1.03756, -0.34676], [1.80107, -1.73256, -1.60076]],
  "forces_ev_per_a": [[0.256, -0.030, -0.022], [2.034, -0.340, -0.682], [2.518, 3.586, 2.783], [1.651, -2.662, -3.807], [-0.873, 0.911, 5.137], [-2.796, 1.297, -0.925], [-1.774, 1.034, -0.483], [-0.507, -1.980, -0.808], [-1.348, -1.592, -0.610], [0.516, 0.183, 0.159], [0.756, -0.109, -0.811], [2.550, -1.407, -4.704], [-1.993, 1.604, -1.236], [0.639, 0.381, -1.078], [-0.578, 0.126, 0.489], [-0.932, 0.124, 0.197], [-3.142, -0.629, 1.965], [1.352, 2.340, 1.648], [0.101, 0.934, 3.240], [1.531, 0.744, 0.052], [0.579, -4.355, -0.700], [4.980, 2.349, 2.216], [-2.032, 3.504, 1.398], [-0.811, 1.089, 2.842], [-0.048, -0.751, -0.196], [0.783, -0.975, 0.284], [-1.540, -1.595, -1.539], [-0.853, -2.424, -0.567], [-3.465, -1.171, 0.741], [1.403, -0.718, -2.668], [1.364, 0.357, -2.398], [3.310, -0.948, -2.716], [2.924, 1.856, 1.381], [-2.919, 0.765, -7.407], [3.512, -4.441, 8.324], [-0.897, 3.755, -2.103], [0.422, -0.556, 2.069], [-0.023, -0.591, 0.077], [-1.385, 1.833, 0.042], [-3.083, -1.139, 0.740], [-2.185, -0.359, -0.325]]
}



Q: Number 2 is which compound?
A: C12H12ClNSi



Q: Which formula does entry 2 have?
A: C12H12ClNSi